ORCA calculation (ωB97M-V/def2-TZVPD) on a molecular structure, C26H29AsBCsN11S4.

- Expectation value of S²: 0.760
- DFT total energy: -5484.27669 Eh
- Relative energy (zero: lowest compared OMol25 entry of this formula, charge and spin): 18.7 kcal per mole
- M: 842.50 g mol⁻¹
- Spin multiplicity: 2
- Net charge: -2
- Lowest unoccupied orbital energy (alpha / beta): 3.66 / 3.66 eV

Last column: Mulliken spin population.
Cartesian coordinates (Å):
Cs 1.666 0.365 -2.063  -0.002
C 1.048 3.785 -4.254  -0.015
C 0.147 3.767 -3.059  0.003
C -0.268 4.837 -2.240  0.000
C -1.028 4.247 -1.258  0.000
N -1.061 2.919 -1.493  0.000
N -0.332 2.619 -2.607  0.000
B -1.594 1.763 -0.607  0.000
N -1.798 0.513 -1.505  -0.001
C -2.657 0.432 -2.538  0.000
C -2.514 -0.808 -3.117  0.000
C -1.508 -1.433 -2.351  0.000
C -0.913 -2.798 -2.505  0.000
N -1.081 -0.631 -1.387  0.001
N -0.577 1.486 0.510  0.000
C 0.670 1.993 0.666  0.000
C 1.217 1.431 1.793  0.000
C 0.207 0.572 2.277  0.000
C 0.245 -0.340 3.461  0.000
N -0.868 0.613 1.505  0.000
N -2.996 2.091 -0.010  0.000
C -3.942 1.193 0.317  0.000
C -4.938 1.850 1.006  0.000
C -4.485 3.180 1.078  0.000
C -5.137 4.356 1.736  0.000
N -3.316 3.317 0.471  0.000
H 0.997 4.749 -4.761  -0.001
H 0.763 3.005 -4.959  0.000
H 2.090 3.610 -3.972  0.012
H -0.036 5.884 -2.349  0.000
H -1.556 4.649 -0.411  0.000
H -3.291 1.267 -2.787  0.000
H -3.041 -1.204 -3.970  0.000
H -1.394 -3.337 -3.323  0.000
H -1.022 -3.384 -1.591  0.000
H 0.156 -2.752 -2.723  0.000
H 1.084 2.714 -0.024  0.000
H 2.210 1.589 2.180  0.000
H 0.688 0.150 4.330  0.000
H 0.834 -1.234 3.242  0.000
H -0.767 -0.655 3.717  0.000
H -3.832 0.159 0.038  0.000
H -5.850 1.433 1.402  0.000
H -6.225 4.292 1.670  0.000
H -4.820 5.283 1.257  0.000
H -4.874 4.424 2.794  0.000
N 1.868 -4.320 2.214  0.000
C 2.926 -3.758 1.484  0.000
C 4.131 -4.467 1.439  0.000
C 5.195 -3.894 0.768  0.004
C 5.033 -2.657 0.157  -0.009
C 3.792 -2.054 0.259  -0.001
N 2.753 -2.582 0.916  0.000
C 0.564 -3.890 2.386  0.000
C -0.142 -4.365 3.508  0.000
C -1.432 -3.926 3.699  0.000
C -1.989 -3.023 2.796  0.000
C -1.211 -2.631 1.721  0.000
N 0.029 -3.070 1.497  0.000
H 2.148 -5.057 2.838  0.000
H 4.222 -5.437 1.915  0.000
H 6.141 -4.419 0.712  0.000
H 5.816 -2.167 -0.405  0.007
H 3.622 -1.097 -0.216  -0.003
H 0.330 -5.040 4.212  0.000
H -1.992 -4.264 4.563  0.000
H -2.985 -2.624 2.929  0.000
H -1.575 -1.905 1.001  0.000
S 5.499 2.509 -4.152  0.525
As 5.201 0.894 -2.751  -0.050
S 4.329 1.561 -0.900  -0.001
S 4.113 -0.750 -3.615  0.000
S 7.314 0.469 -2.566  0.530